Record 1
This record from OMol25 describes a single C4H5NO molecule. The level of theory is ωB97M-V/def2-TZVPD.

Output
**Spin multiplicity**: 1
**Total charge**: 0
**Kohn-Sham gap**: 9.82 eV
**ΔE to the lowest compared entry with this formula, charge and spin**: 108.0 kcal per mole

Each line ends with the Löwdin charge.
Element x y z (Å)
1 N 2.573 -0.077 -0.215  0.13
2 C 1.328 0.066 -0.141  -0.32
3 C -0.635 1.849 -0.378  0.18
4 C -1.343 0.798 -0.065  -0.24
5 C -0.956 -0.629 0.238  -0.19
6 O 0.432 -0.904 0.150  -0.04
7 H 2.847 -1.040 -0.020  0.06
8 H 0.915 1.080 -0.336  0.04
9 H -2.409 1.043 -0.027  0.11
10 H -1.469 -1.301 -0.458  0.13
11 H -1.282 -0.886 1.252  0.13

Cartesian forces (eV/Å) of the 6 atoms listed first:
-0.4 -0.1 0.1
0.3 0.1 0.0
-0.4 -0.4 0.1
0.3 0.2 -0.1
-0.1 0.0 0.0
0.1 0.1 0.0


Record 2
This record from OMol25 describes a single C4H5NO molecule. The level of theory is ωB97M-V/def2-TZVPD.

Output
**Spin multiplicity**: 1
**Total charge**: 0
**Kohn-Sham gap**: 10.35 eV
**ΔE to the lowest compared entry with this formula, charge and spin**: 71.5 kcal per mole
**SMILES**: C1=NO[C@@H]2C[C@H]12

Each line ends with the Löwdin charge.
Element x y z (Å)
1 C 1.072 -0.097 0.619  -0.06
2 C 0.284 -0.870 -0.445  -0.20
3 C -1.226 0.837 0.010  -0.11
4 C 0.204 0.663 -0.380  -0.17
5 H 0.605 -0.384 1.592  0.13
6 H 2.179 -0.101 0.511  0.12
7 H 0.673 -1.515 -1.202  0.13
8 H -1.755 1.767 0.005  0.11
9 H 0.804 1.267 -0.981  0.11
10 N -1.811 -0.254 0.263  0.03
11 O -1.027 -1.313 0.007  -0.09

Cartesian forces (eV/Å) of the 6 atoms listed first:
-1.0 -1.9 0.3
-0.5 1.3 1.0
1.4 0.5 -0.5
-0.2 -1.9 1.0
0.9 0.8 -0.6
-1.1 0.2 0.2


Record 3
This record from OMol25 describes a molecular structure, C4H5NO. The level of theory is ωB97M-V/def2-TZVPD.

Output
**Spin multiplicity**: 1
**Total charge**: 0
**Kohn-Sham gap**: 9.88 eV
**ΔE to the lowest compared entry with this formula, charge and spin**: 111.1 kcal per mole

Each line ends with the Löwdin charge.
Element x y z (Å)
1 N 0.193 -1.344 0.862  0.08
2 C -0.132 -0.892 -0.442  -0.21
3 C -0.744 -0.235 0.758  -0.17
4 C -0.111 1.022 0.148  -0.28
5 O 1.257 1.098 0.301  0.02
6 C 0.739 0.366 -0.867  -0.10
7 H 1.125 -1.011 1.096  0.11
8 H -0.744 -1.421 -1.160  0.14
9 H -1.724 -0.316 1.242  0.14
10 H -0.776 1.814 -0.151  0.15
11 H 0.877 0.901 -1.815  0.14

Cartesian forces (eV/Å) of the 6 atoms listed first:
0.3 0.0 0.1
0.0 -0.8 -0.4
-0.2 0.1 -0.3
-0.4 0.9 0.2
0.3 -0.7 -0.3
-1.5 1.0 0.2


Record 4
This record from OMol25 describes a single C4H5NO molecule. The level of theory is ωB97M-V/def2-TZVPD.

Output
**Spin multiplicity**: 1
**Total charge**: 0
**Kohn-Sham gap**: 8.41 eV
**ΔE to the lowest compared entry with this formula, charge and spin**: 95.8 kcal per mole
**SMILES**: CC1=C=CNO1

Each line ends with the Löwdin charge.
Element x y z (Å)
1 C -0.096 0.277 1.799  -0.02
2 C -0.002 -0.078 0.356  -0.35
3 C 0.646 -1.141 -0.278  -0.03
4 C 0.282 -0.825 -1.573  -0.14
5 N -0.528 0.290 -1.713  0.02
6 O -0.665 0.798 -0.440  0.00
7 H -1.110 0.595 2.058  0.09
8 H 0.190 -0.598 2.384  0.08
9 H 0.590 1.099 2.039  0.09
10 H -0.058 1.000 -2.269  0.16
11 H 0.521 -1.296 -2.526  0.11

Cartesian forces (eV/Å) of the 6 atoms listed first:
0.0 -0.1 0.1
0.0 0.0 0.3
-0.4 0.1 -0.1
0.1 -0.1 -0.1
0.5 -0.2 -0.1
0.3 0.0 0.2


Record 5
This record from OMol25 describes a single C4H5NO molecule. The level of theory is ωB97M-V/def2-TZVPD.

Output
**Spin multiplicity**: 1
**Total charge**: 0
**Kohn-Sham gap**: 11.18 eV
**ΔE to the lowest compared entry with this formula, charge and spin**: 56.4 kcal per mole
**SMILES**: [H]/N=C/OCC#C

Each line ends with the Löwdin charge.
Element x y z (Å)
1 N -2.170 -0.623 -0.169  0.11
2 C -1.724 0.520 0.141  -0.32
3 O -0.414 0.798 0.210  -0.06
4 C 0.430 -0.315 -0.095  -0.22
5 C 1.839 0.060 0.011  -0.09
6 C 3.029 0.224 0.069  0.12
7 H -3.186 -0.623 -0.164  0.05
8 H -2.304 1.414 0.388  0.13
9 H 0.205 -0.671 -1.106  0.13
10 H 0.206 -1.136 0.594  0.13
11 H 4.088 0.352 0.121  0.03

Cartesian forces (eV/Å) of the 6 atoms listed first:
0.0 0.4 0.1
-0.2 -0.2 0.0
0.0 0.0 0.0
0.1 -0.2 -0.1
0.5 0.0 0.0
-0.5 -0.1 0.0


Record 6
This record from OMol25 describes a molecular structure, C4H5NO. The level of theory is ωB97M-V/def2-TZVPD.

Output
**Spin multiplicity**: 1
**Total charge**: 0
**Kohn-Sham gap**: 8.85 eV
**ΔE to the lowest compared entry with this formula, charge and spin**: 85.1 kcal per mole

Each line ends with the Löwdin charge.
Element x y z (Å)
1 C -1.496 -0.103 0.020  -0.06
2 C -0.003 -0.050 0.004  -0.25
3 C 0.937 -1.152 0.149  -0.27
4 O 2.153 -1.032 0.125  0.00
5 N 1.854 1.647 -0.247  0.23
6 C 0.849 0.969 -0.145  -0.20
7 H -1.790 -1.146 0.163  0.08
8 H -1.935 0.477 0.839  0.08
9 H -1.945 0.241 -0.918  0.08
10 H 0.458 -2.138 0.287  0.13
11 H 0.886 2.296 -0.332  0.18

Cartesian forces (eV/Å) of the 6 atoms listed first:
-0.2 0.0 0.0
0.1 -0.2 0.0
0.1 -0.3 0.0
-0.3 -0.5 0.1
-1.5 0.8 -0.1
0.8 -0.5 0.1